Formula: C22H17N3O4
Source: OMol25
Level of theory: wB97M-V/def2-TZVPD

Last column: Löwdin charge in e.
Geometry (Å):
O1 -2.85294 -0.74985 2.77583  -0.0115
C1 -1.72529 -0.43287 2.50831  -0.4644
C2 -1.41522 0.94348 2.44367  0.0413
C3 -0.11224 1.35080 2.18791  -0.2037
O2 0.00714 2.74335 1.96957  -0.0377
C4 1.22880 3.19817 1.43487  -0.1920
C5 1.15190 4.49977 0.72084  -0.2139
C6 1.20744 4.63830 -0.63016  0.0057
C7 1.25221 5.97497 -1.21163  0.0550
C8 1.19763 7.14642 -0.36529  -0.1014
N1 1.12328 8.46687 -1.00493  -0.3809
O3 1.23352 8.53674 -2.16322  0.1219
O4 1.23865 9.38767 -0.18477  0.0575
C9 1.00053 6.91883 1.05070  0.0433
C10 1.04629 5.60212 1.58501  0.0143
C11 0.94360 0.31943 2.14277  -0.0533
C12 0.68895 -1.06440 2.07967  -0.0321
C13 -0.73443 -1.48339 2.08906  -0.0523
C14 -1.19730 -2.80829 1.53288  -0.1030
N2 -2.17725 -3.44062 2.01575  0.1514
N3 -2.39607 -4.57376 1.20338  0.0513
C15 -1.45529 -4.72411 0.30432  -0.0615
C16 -0.57348 -3.75035 0.52315  -0.0791
C17 0.72006 -3.66085 -0.27065  -0.2078
C18 1.83199 -4.35466 0.14620  -0.0509
C19 3.05276 -4.11713 -0.46635  -0.0936
C20 3.14570 -3.26469 -1.53879  -0.1052
C21 2.03228 -2.56250 -2.01218  -0.0527
C22 0.83892 -2.73495 -1.29999  -0.0251
H1 -2.15979 1.68207 2.48360  0.1085
H2 1.45533 2.53682 0.60763  0.1109
H3 2.07966 3.08772 2.13434  0.1460
H4 1.46159 3.83100 -1.28075  0.1078
H5 1.31521 6.16889 -2.22858  0.0793
H6 0.84440 7.79420 1.55802  0.0753
H7 1.03099 5.48776 2.63188  0.1072
H8 2.00442 0.66010 1.96819  0.1006
H9 1.46390 -1.71714 1.72191  0.0873
H10 -2.85633 -2.93258 2.58601  0.1787
H11 -3.01241 -5.37789 1.24777  0.1722
H12 -1.37852 -5.45523 -0.47972  0.1540
H13 1.63817 -5.18589 0.84492  0.1254
H14 3.95696 -4.77274 -0.36372  0.1216
H15 4.08956 -3.15709 -2.09046  0.1089
H16 2.15878 -1.97335 -2.90633  0.1011
H17 -0.05194 -2.33900 -1.65846  0.0958

Cartesian forces (eV/Å) of the 2 atoms listed first:
-4.185 -2.058 1.025
2.521 -1.249 -1.233

Calculated values
energy above the lowest of the compared OMol25 structures with the same formula, charge and spin: 209.6 kcal per mole
LUMO energy: -0.409 eV
structure (SMILES): O=C1C=C(OCc2ccc([N+](=O)[O-])cc2)C=C/C1=C1/NNC=C1c1ccccc1

Formula: C2H3P
Source: OMol25
Level of theory: wB97M-V/def2-TZVPD

Last column: Löwdin charge in e.
Geometry (Å):
C1 -0.19965 0.59085 0.14082  -0.6406
C2 0.11170 -0.72812 0.07582  -0.4100
P1 -1.79942 0.07284 0.07260  0.8303
H1 1.06638 2.49316 -0.17646  0.0965
H2 0.27155 -1.20088 -0.99849  0.0955
H3 0.54944 -1.22786 0.88570  0.0282

Cartesian forces (eV/Å) of the 2 atoms listed first:
-1.831 2.769 -0.311
0.105 -2.186 -3.853

Calculated values
energy above the lowest of the compared OMol25 structures with the same formula, charge and spin: 106.8 kcal per mole
LUMO energy (spin up / spin down): -0.325 / -0.998 eV

Formula: C14H19Br2Cs2F7N7Na2O9S2
Source: OMol25
Level of theory: wB97M-V/def2-TZVPD

Last column: Löwdin charge in e.
Geometry (Å):
C1 -1.59490 2.49566 1.26349  -0.0006
C2 -2.11853 2.13962 -0.09599  -0.3186
F1 -3.29105 2.88993 -0.40804  -0.1227
C3 -1.08553 2.24122 -1.22734  -0.0220
C4 -0.35650 0.95407 -1.32730  -0.2750
N1 0.04815 0.30236 -0.27807  0.2463
C5 0.65309 -0.82612 -0.71725  -0.2626
N2 1.17418 -1.74471 0.06407  -0.1092
C6 1.26438 -1.70618 1.56488  -0.3542
C7 -0.05962 -1.44415 2.28695  -0.1740
C8 -0.08736 -2.31743 3.49796  -0.7707
F2 -0.44162 -3.56715 3.15712  0.0280
Br1 1.68321 -2.16663 4.30709  1.0094
C9 -1.14563 -1.82520 4.52729  -0.9809
F3 -0.73953 -0.69420 5.08830  0.0514
F4 -2.25517 -1.52911 3.83531  0.0579
Br2 -1.61225 -3.15404 5.82601  0.8925
N3 0.62747 -0.80681 -2.05717  0.0971
C10 1.18367 -1.73688 -3.06619  -0.2547
C11 0.45316 -1.92308 -4.20605  -0.0308
C12 1.01389 -2.75742 -5.16656  -0.0384
C13 2.23688 -3.30407 -4.87213  -0.0206
C14 2.88869 -3.08879 -3.66886  -0.0546
N4 2.33107 -2.27701 -2.75358  0.1193
N5 -0.02441 0.30618 -2.43470  0.1945
H1 -1.03596 1.66919 1.67107  0.0759
H2 -1.00074 3.40170 1.25741  0.0995
H3 -2.44806 2.63132 1.92230  0.0775
H4 -2.41735 1.10021 -0.04554  0.1454
H5 -1.63747 2.43889 -2.14030  0.1279
H6 -0.39807 3.04390 -0.98401  0.1406
H7 1.58184 -2.58240 -0.38559  -0.3007
H8 2.07748 -0.89538 1.81126  0.0206
H9 1.69495 -2.66984 1.97245  -0.0558
H10 -0.05004 -0.42065 2.65135  0.1191
H11 -0.92130 -1.50801 1.63463  0.1312
H12 -0.49443 -1.44612 -4.38168  0.1016
H13 0.52130 -2.93455 -6.10402  0.1138
H14 2.71366 -3.94740 -5.59102  0.1243
H15 3.90109 -3.57351 -3.44945  0.0649
H16 -0.20569 0.57446 -3.38457  0.1869
F5 3.36195 -0.35926 1.93461  -0.5326
O1 5.63346 -4.29577 -3.37952  -0.5193
H17 5.76616 -4.00075 -2.46816  -0.1795
Na1 4.30577 -1.68903 4.23017  0.6019
N6 -5.89691 4.16675 0.81201  -0.2936
S1 -7.33714 4.58258 0.35145  0.4036
O2 -7.70330 5.96936 0.53648  -1.0109
O3 -8.38316 3.63767 0.52517  -0.3020
F6 -7.10676 4.52961 -1.20844  -0.1430
S2 -5.73836 4.17978 2.39967  0.4959
O4 -4.39117 4.11425 2.82836  -0.2354
O5 -6.67997 3.40666 3.11916  -0.2215
F7 -6.14754 5.67526 2.78519  -0.1822
Cs1 2.48763 -3.85692 0.13159  1.5716
O6 7.73179 -1.51867 2.56816  -0.0569
H18 8.27302 -0.73213 2.68780  0.0395
H19 8.36979 -2.23204 2.46829  0.0383
Cs2 -9.42055 6.10437 1.43189  1.6386
N7 6.04661 -0.42500 -2.61401  -0.6450
O7 5.07713 0.14758 -2.02614  -0.1573
O8 6.76736 0.22835 -3.38973  -0.0806
O9 6.24401 -1.63821 -2.42857  -0.0724
Na2 -3.88679 4.66372 -0.88895  0.7637

Cartesian forces (eV/Å) of the 2 atoms listed first:
-0.841 0.530 0.119
1.049 -1.393 0.419

Calculated values
net charge: +1
LUMO energy: -4.272 eV

Formula: C41H57N13O7S
Source: OMol25
Level of theory: wB97M-V/def2-TZVPD

Last column: Löwdin charge in e.
Geometry (Å):
C1 5.96995 1.81245 -1.72656  -0.0709
C2 4.48638 1.89597 -1.93534  -0.2657
C3 3.65414 0.80467 -1.73428  -0.0304
C4 2.29071 0.89371 -1.94584  -0.0381
C5 1.70218 2.08273 -2.35657  -0.2074
C6 0.22759 2.25483 -2.64530  -0.0392
C7 -0.78038 1.78445 -1.59255  -0.3132
C8 -0.33203 1.64108 -0.13350  -0.0699
C9 -0.20824 2.93917 0.68354  -0.0788
C10 0.55598 4.05360 0.02498  -0.5180
O1 0.10861 4.91215 -0.68828  0.1187
O2 1.86772 3.99375 0.35141  0.0869
O3 -1.91813 2.72570 -1.56353  0.0942
C11 -3.01925 2.04222 -1.20164  -0.5631
O4 -4.05140 2.53749 -0.84751  0.1473
O5 -2.78805 0.70585 -1.25004  0.0778
C12 -1.60370 0.57496 -2.05891  -0.2662
C13 -0.98320 -0.79525 -2.09582  -0.1604
S1 -2.01462 -1.89729 -3.06465  0.6847
O6 -1.57458 -1.74982 -4.43114  -0.3566
O7 -3.39412 -1.65671 -2.74653  -0.3283
C14 2.53913 3.17053 -2.56512  -0.0502
C15 3.90124 3.08450 -2.36206  -0.0360
H1 6.24533 0.90274 -1.18824  0.0755
H2 6.34448 2.66146 -1.15453  0.0679
H3 6.48670 1.79391 -2.68782  0.0231
H4 4.09243 -0.13499 -1.41793  0.1126
H5 1.69445 0.00609 -1.77071  0.0965
H6 -0.00865 1.75958 -3.58822  0.0897
H7 0.05880 3.32346 -2.78172  0.1246
H8 -1.10482 1.04970 0.36211  0.1063
H9 0.59634 1.08247 -0.04176  0.1219
H10 -1.18232 3.30326 1.00511  0.1186
H11 0.34382 2.67908 1.58806  0.1118
H12 2.30953 4.66191 -0.19680  0.1241
H13 -1.91464 0.83475 -3.08075  0.1539
H14 -0.04920 -0.73111 -2.65586  0.1037
H15 -0.78881 -1.22634 -1.11056  0.1274
H16 -1.68413 -3.14258 -2.65607  0.0243
H17 2.11967 4.11419 -2.89959  0.1217
H18 4.54121 3.94113 -2.54378  0.1126
C16 -4.40344 1.03407 2.19590  -0.0556
C17 -3.01901 1.25424 2.58807  -0.2566
N1 -1.91878 1.42709 2.86467  0.1494
H19 -5.08216 1.44804 2.93840  0.0856
H20 -4.57876 1.52218 1.23857  0.0631
H21 -4.59902 -0.03028 2.09694  0.0674
C18 -4.28197 -1.97107 4.95253  -0.0905
C19 -5.51016 -1.55521 4.28560  -0.2911
N2 -6.46537 -1.22239 3.74569  0.1289
H22 -3.69505 -2.60917 4.29683  0.0745
H23 -3.69177 -1.09451 5.21518  0.0810
H24 -4.51671 -2.52705 5.85541  0.0611
C20 -2.55925 0.59527 -7.29333  -0.0529
C21 -1.45320 1.17054 -6.54558  -0.2672
N3 -0.59349 1.62773 -5.94096  0.1527
H25 -2.40824 0.75880 -8.35853  0.0864
H26 -2.61587 -0.47365 -7.09344  0.0814
H27 -3.49271 1.06800 -6.99128  0.0658
C22 -1.96046 -3.19263 8.95129  -0.0885
C23 -2.14303 -3.58614 7.56186  -0.2637
N4 -2.28620 -3.86604 6.45933  0.1336
H28 -0.90061 -3.09797 9.17778  0.0797
H29 -2.45472 -2.24113 9.13054  0.0182
H30 -2.39902 -3.93742 9.61196  0.0862
C24 9.80725 2.94121 -3.19205  -0.0676
C25 8.66449 3.81793 -2.98010  -0.2907
N5 7.74080 4.47533 -2.81719  0.1454
H31 9.50312 1.90601 -3.04471  0.0817
H32 10.18481 3.06150 -4.20584  0.0771
H33 10.59980 3.18638 -2.48775  0.0815
C26 -1.84423 1.01746 10.50484  -0.0690
C27 -1.59278 -0.27454 11.12808  -0.2999
N6 -1.39356 -1.29363 11.61371  0.1429
H34 -0.95465 1.64075 10.57177  0.0850
H35 -2.10723 0.87389 9.45841  0.0816
H36 -2.66869 1.51769 11.00902  0.0761
C28 -5.53390 -0.43447 11.98406  -0.0575
C29 -4.97323 -0.80320 10.69224  -0.2663
N7 -4.51180 -1.08755 9.68269  0.1556
H37 -6.58494 -0.71332 12.02459  0.0850
H38 -4.99441 -0.95133 12.77575  0.0874
H39 -5.44664 0.64013 12.13321  0.0827
C30 -2.66953 -6.75323 -1.27740  -0.0550
C31 -1.68422 -5.76625 -1.68814  -0.2504
N8 -0.89580 -5.00640 -2.03115  0.1396
H40 -3.60315 -6.58214 -1.81068  0.0872
H41 -2.29375 -7.75059 -1.49988  0.0517
H42 -2.84848 -6.67384 -0.20704  0.0919
C32 1.61400 -7.71972 -2.21210  -0.0708
C33 0.56976 -8.53706 -1.60882  -0.2782
N9 -0.24668 -9.18461 -1.12761  0.1272
H43 2.05065 -7.06648 -1.45919  0.0886
H44 2.39016 -8.36655 -2.61742  0.0857
H45 1.20812 -7.10525 -3.01227  0.0200
C34 -3.73853 3.37053 -4.31878  -0.0601
C35 -4.39637 3.52138 -5.60990  -0.2830
N10 -4.90860 3.62711 -6.63034  0.1262
H46 -4.24180 2.59961 -3.73717  0.0830
H47 -2.69587 3.08947 -4.46607  0.0635
H48 -3.77924 4.30730 -3.76694  0.0946
C36 2.62029 5.04473 3.50737  -0.0733
C37 2.84817 4.80157 4.92564  -0.2872
N11 3.02746 4.61031 6.04111  0.1194
H49 2.18153 4.16553 3.04098  0.0644
H50 1.94418 5.88837 3.38105  0.0856
H51 3.56430 5.26807 3.01419  0.0842
C38 7.94602 2.11162 -7.12191  -0.0662
C39 7.28842 1.60029 -5.92714  -0.2648
N12 6.75386 1.19525 -4.99808  0.1598
H52 8.08715 3.18744 -7.03352  0.0829
H53 8.91414 1.63053 -7.24804  0.0812
H54 7.33113 1.90638 -7.99584  0.0842
C40 -0.71338 -6.88522 -6.15753  -0.0613
C41 0.44515 -6.30957 -5.48913  -0.2759
N13 1.35023 -5.83931 -4.96640  0.1427
H55 -0.53697 -6.92709 -7.23042  0.0838
H56 -0.89324 -7.89286 -5.78662  0.0825
H57 -1.59049 -6.27025 -5.96471  0.0832

Cartesian forces (eV/Å) of the 2 atoms listed first:
0.162 -0.206 0.106
0.049 0.121 0.028

Calculated values
LUMO energy: 0.282 eV

Here are the calculated E_tot numbers, same order: -1313.50337 -419.09323 -8612.89371 -3233.11182 (Ha).